Record 1
{"formula": "C36H61BKN11P2", "method": "ωB97M-V with the def2-TZVPD basis set", "species": ["K", "C", "C", "C", "C", "P", "C", "N", "B", "N", "C", "P", "C", "C", "C", "C", "C", "C", "C", "C", "C", "C", "C", "C", "C", "C", "C", "C", "C", "C", "H", "H", "H", "H", "H", "H", "H", "H", "H", "H", "H", "H", "H", "H", "H", "H", "H", "H", "H", "H", "H", "H", "H", "H", "H", "H", "H", "H", "H", "H", "H", "H", "H", "H", "H", "H", "H", "H", "H", "H", "H", "H", "H", "H", "N", "C", "N", "C", "N", "C", "C", "N", "C", "C", "N", "H", "H", "H", "H", "H", "C", "N", "C", "N", "C", "N", "C", "N", "C", "C", "H", "H", "H", "H", "H", "H", "H", "H", "H", "H", "H", "H"], "coordinates": [[0.2647, -0.7472, -0.9563], [-2.0831, 4.5686, -2.6360], [-0.9165, 3.5809, -2.6478], [-0.2677, 3.5614, -4.0333], [0.1240, 4.0629, -1.6294], [-1.2072, 1.7656, -2.1255], [-2.1766, 2.0093, -0.5424], [-1.2858, 2.0340, 0.5907], [-0.1895, 1.1408, 0.8878], [0.2935, 1.5965, 2.1627], [1.3731, 1.0892, 2.9636], [2.3153, -0.2125, 2.0157], [3.6493, 0.8503, 1.1561], [2.9322, 2.0200, 0.4858], [4.2537, -0.0286, 0.0588], [4.7785, 1.4103, 2.0200], [3.1681, -1.1197, 3.4858], [4.1463, -2.1455, 2.9107], [2.0190, -1.9234, 4.1052], [3.8499, -0.3071, 4.5873], [-0.4702, 2.6516, 2.6049], [-0.4111, 3.3904, 3.7732], [-1.3380, 4.4056, 3.9600], [-2.3109, 4.6684, 3.0073], [-2.3847, 3.9288, 1.8358], [-1.4558, 2.9234, 1.6285], [-2.4990, 0.9624, -3.2830], [-3.1616, -0.1918, -2.5239], [-1.6740, 0.3552, -4.4211], [-3.5902, 1.8671, -3.8484], [-1.7230, 5.5408, -2.9726], [-2.4837, 4.7050, -1.6353], [-2.8901, 4.2750, -3.2955], [0.2119, 4.5174, -4.2433], [-1.0025, 3.3815, -4.8140], [0.4918, 2.7810, -4.0839], [0.4607, 5.0698, -1.8768], [0.9894, 3.4012, -1.6246], [-0.2923, 4.0864, -0.6249], [-2.8721, 1.1682, -0.4442], [-2.7659, 2.9303, -0.5908], [0.9737, 0.6296, 3.8800], [2.0517, 1.8979, 3.2774], [2.0968, 1.6563, -0.1100], [3.6253, 2.5602, -0.1571], [2.5425, 2.7222, 1.2159], [3.4635, -0.4476, -0.5636], [4.8322, -0.8460, 0.4820], [4.9194, 0.5659, -0.5673], [4.3997, 1.9087, 2.9080], [5.3378, 2.1451, 1.4391], [5.4748, 0.6298, 2.3152], [3.6921, -2.6593, 2.0625], [4.3840, -2.8919, 3.6678], [5.0757, -1.6849, 2.5901], [1.5561, -2.5517, 3.3458], [1.2572, -1.2836, 4.5413], [2.4044, -2.5714, 4.8920], [4.7966, 0.1086, 4.2616], [4.0612, -0.9642, 5.4313], [3.2158, 0.5006, 4.9440], [0.3281, 3.1808, 4.5325], [-1.3087, 4.9954, 4.8643], [-3.0313, 5.4544, 3.1785], [-3.1661, 4.1363, 1.1169], [-2.4274, -0.7412, -1.9366], [-3.6107, -0.8839, -3.2358], [-3.9559, 0.1643, -1.8704], [-0.9043, -0.2953, -4.0130], [-1.1886, 1.1200, -5.0210], [-2.3070, -0.2401, -5.0794], [-4.1227, 2.3824, -3.0512], [-4.3117, 1.2648, -4.4008], [-3.1756, 2.5969, -4.5388], [3.4765, -0.8089, -4.2837], [2.8602, -0.1107, -3.3143], [1.7202, -0.6664, -3.0148], [1.6446, -1.7473, -3.8535], [2.7151, -1.8555, -4.6389], [0.5200, -2.6292, -3.9164], [0.4196, -3.5818, -4.9414], [-0.6368, -4.3411, -5.1168], [-1.6407, -4.1627, -4.2357], [-1.5300, -3.2780, -3.1861], [-0.4693, -2.5016, -2.9894], [4.3705, -0.6613, -4.7237], [3.2505, 0.7806, -2.8666], [1.2384, -3.7034, -5.6365], [-2.5276, -4.7579, -4.3950], [-2.3302, -3.1763, -2.4641], [-1.5203, -1.8762, 2.4028], [-2.1255, -2.8191, 3.3371], [-3.4324, -3.1937, 2.8126], [-3.3339, -3.8030, 1.4912], [-2.7020, -2.8426, 0.5974], [-1.3768, -2.4421, 1.0617], [-0.5557, -3.6473, 1.1708], [-1.1393, -4.6324, 2.0742], [-1.2996, -4.0203, 3.3893], [-2.4650, -4.9728, 1.5730], [-0.5317, -1.5940, 2.7661], [-2.1509, -0.9838, 2.3492], [-4.0506, -2.2933, 2.7386], [-3.9044, -3.9023, 3.4977], [-3.3415, -1.9557, 0.5305], [-2.6072, -3.3075, -0.3869], [0.4320, -3.3666, 1.5466], [-0.4527, -4.1027, 0.1816], [-0.3165, -3.7598, 3.7828], [-1.7679, -4.7454, 4.0618], [-2.9198, -5.7116, 2.2388], [-2.3626, -5.4054, 0.5725]], "homo_ha": -0.17460, "orbital_gap_ev": 4.10}

=====

Record 2
{"formula": "C36H61BrO25P", "method": "ωB97M-V with the def2-TZVPD basis set", "species": ["C", "C", "O", "C", "C", "O", "C", "C", "O", "C", "P", "C", "C", "C", "C", "O", "C", "O", "C", "C", "C", "Br", "O", "C", "C", "C", "O", "H", "H", "H", "H", "H", "H", "H", "H", "H", "H", "H", "H", "H", "H", "H", "H", "H", "H", "H", "H", "H", "H", "H", "H", "H", "H", "H", "H", "H", "H", "H", "H", "H", "H", "H", "H", "H", "C", "C", "O", "C", "O", "O", "H", "H", "H", "H", "C", "C", "O", "C", "O", "O", "H", "H", "H", "H", "C", "C", "O", "C", "O", "O", "H", "H", "H", "H", "C", "C", "O", "C", "O", "O", "H", "H", "H", "H", "C", "C", "O", "C", "O", "O", "H", "H", "H", "H", "C", "C", "O", "C", "O", "O", "H", "H", "H", "H"], "coordinates": [[1.1184, 3.0387, 3.7669], [2.3726, 2.5426, 3.0526], [2.0279, 2.3148, 1.6931], [2.9930, 1.6377, 0.8999], [2.2695, 0.5087, 0.1842], [1.7755, 0.8439, -1.1077], [1.0869, 2.0847, -1.1978], [-0.2088, 2.1702, -0.4063], [-1.3188, 1.6873, -1.1709], [-1.4583, 0.3020, -1.1891], [-2.4732, -0.3522, 0.1572], [-4.1201, 0.3595, 0.2513], [-4.3833, 1.6510, 1.0446], [-3.3470, 2.7621, 0.8904], [-3.7169, 4.0320, 1.6719], [-5.1366, 4.1758, 1.7598], [-5.6951, 3.9333, 2.9668], [-6.7526, 3.4186, 3.0847], [-2.6724, -2.1013, -0.2589], [-2.5276, -3.0689, 0.9153], [-1.0649, -3.2955, 1.2899], [-3.3489, -4.7700, 0.3768], [-1.6293, -0.1189, 1.4719], [-2.2018, -0.0976, 2.8185], [-1.1904, -0.5109, 3.8778], [0.2527, -0.2763, 3.4732], [-1.4428, -1.8615, 4.2383], [0.8047, 2.3401, 4.5448], [1.2771, 4.0009, 4.2474], [0.3075, 3.1506, 3.0491], [3.1868, 3.2726, 3.1146], [2.7457, 1.6169, 3.5090], [3.4070, 2.3399, 0.1708], [3.8082, 1.2463, 1.5132], [2.9050, -0.3650, 0.0451], [1.4410, 0.2098, 0.8365], [1.7234, 2.9366, -0.9462], [0.8082, 2.1894, -2.2483], [-0.1285, 1.6521, 0.5511], [-0.4318, 3.2118, -0.1799], [-0.4969, -0.2301, -1.1258], [-1.9448, 0.0041, -2.1249], [-4.7433, -0.4418, 0.6635], [-4.4271, 0.4642, -0.7962], [-5.3509, 2.0328, 0.7226], [-4.5196, 1.3917, 2.0970], [-3.2367, 3.0066, -0.1669], [-2.3622, 2.4318, 1.2340], [-3.2728, 4.0183, 2.6726], [-3.3259, 4.9123, 1.1657], [-5.0985, 4.3203, 3.8099], [-3.6542, -2.1798, -0.7329], [-1.9292, -2.3508, -1.0219], [-3.1314, -2.7744, 1.7712], [-0.6750, -4.1920, 0.8130], [-0.4536, -2.4464, 0.9770], [-0.9582, -3.4368, 2.3604], [-2.5278, 0.9255, 3.0014], [-3.0652, -0.7634, 2.8588], [-1.4045, 0.1247, 4.7447], [0.8894, -0.3872, 4.3523], [0.5678, -1.0067, 2.7257], [0.4060, 0.7303, 3.0795], [-0.6114, -2.3454, 4.2818], [1.0837, 0.2331, -4.2995], [1.4714, 1.4310, -5.1496], [2.3901, 0.8545, -6.0844], [2.1189, -0.4683, -6.1829], [2.5779, -1.1863, -7.0136], [1.2629, -0.8518, -5.2187], [0.0502, 0.2605, -3.9671], [1.7488, 0.0888, -3.4472], [0.6228, 1.8343, -5.7055], [1.9596, 2.2301, -4.5985], [4.7085, 0.3733, -8.8451], [4.1538, 0.7370, -10.2106], [5.2013, 1.5374, -10.7635], [6.3642, 1.2162, -10.1428], [7.4373, 1.5883, -10.4857], [6.1220, 0.4152, -9.0809], [4.4157, -0.6105, -8.4950], [4.4600, 1.1166, -8.0859], [4.0087, -0.1389, -10.8452], [3.2358, 1.3172, -10.1741], [-1.6800, -7.2927, 4.7201], [-2.2339, -6.8345, 3.3808], [-1.3212, -5.7832, 3.0283], [-0.1588, -5.9844, 3.6839], [0.8316, -5.3525, 3.4801], [-0.2870, -6.9605, 4.5987], [-1.7830, -8.3578, 4.9026], [-2.0949, -6.7328, 5.5586], [-2.1748, -7.6119, 2.6184], [-3.2443, -6.4401, 3.4244], [1.4842, 8.4324, 2.5405], [0.7322, 8.7393, 3.8241], [-0.3152, 7.7601, 3.7972], [0.0766, 6.7294, 3.0235], [-0.4969, 5.6892, 2.9359], [1.2151, 7.0340, 2.3637], [2.5564, 8.5904, 2.6052], [1.0825, 8.9736, 1.6832], [1.3404, 8.5720, 4.7137], [0.2981, 9.7338, 3.8581], [3.3385, -6.8322, 5.4694], [4.6942, -6.8734, 4.7861], [5.3748, -5.7784, 5.4058], [4.8014, -5.5345, 6.6089], [5.2342, -4.7927, 7.4277], [3.6618, -6.2529, 6.7392], [2.8875, -7.8094, 5.6188], [2.6346, -6.1789, 4.9538], [5.2423, -7.7928, 4.9983], [4.6508, -6.7129, 3.7126], [-3.5782, -1.0808, -7.3306], [-2.1464, -1.5822, -7.4038], [-1.5292, -0.8729, -6.3152], [-2.4846, -0.5438, -5.4320], [-2.2749, -0.1204, -4.3299], [-3.7078, -0.7637, -5.9329], [-4.3246, -1.8201, -7.6025], [-3.7336, -0.1686, -7.9065], [-2.0640, -2.6511, -7.2074], [-1.6337, -1.3388, -8.3288]], "homo_ha": -0.43187, "orbital_gap_ev": 9.69, "total_charge": 1}

=====

Record 3
{"formula": "C36H63N9O4PV2", "method": "ωB97M-V with the def2-TZVPD basis set", "species": ["V", "V", "P", "O", "O", "O", "O", "C", "C", "C", "C", "N", "H", "H", "H", "H", "H", "H", "H", "C", "C", "C", "C", "N", "H", "H", "H", "H", "H", "H", "H", "C", "C", "C", "C", "N", "H", "H", "H", "H", "H", "H", "H", "C", "C", "C", "C", "N", "H", "H", "H", "H", "H", "H", "H", "C", "C", "C", "C", "N", "H", "H", "H", "H", "H", "H", "H", "C", "C", "C", "C", "N", "H", "H", "H", "H", "H", "H", "H", "C", "C", "C", "C", "N", "H", "H", "H", "H", "H", "H", "H", "C", "C", "C", "C", "N", "H", "H", "H", "H", "H", "H", "H", "C", "C", "C", "C", "N", "H", "H", "H", "H", "H", "H", "H"], "coordinates": [[-0.2461, 0.4005, 1.0945], [2.9779, 2.2519, -1.3196], [0.4305, 1.3446, -1.0147], [1.1774, 2.0248, -2.1950], [1.4152, 1.5664, 0.1743], [0.3202, -0.2293, -0.7683], [-0.8419, 1.8377, -0.2994], [-1.0200, 6.3407, -0.9276], [-0.8486, 5.0908, -1.8278], [0.4699, 5.1376, -2.6467], [1.5949, 4.8735, -1.7669], [2.4173, 4.5912, -0.9936], [-0.1912, 6.5123, -0.2408], [-1.9001, 6.4505, -0.2940], [-1.0902, 7.2041, -1.5893], [-1.6858, 5.0484, -2.5246], [-0.8045, 4.1876, -1.2193], [0.6024, 6.1305, -3.0764], [0.4462, 4.2882, -3.3294], [-3.1167, 1.9195, -5.5735], [-2.7267, 1.1000, -4.3605], [-3.0884, 1.7611, -2.9587], [-4.3556, 2.3747, -2.8381], [-5.3942, 2.8642, -2.7062], [-4.2005, 1.9572, -5.6825], [-2.5888, 1.6279, -6.4814], [-2.7575, 2.9486, -5.5681], [-1.6430, 1.0922, -4.2440], [-3.0621, 0.0688, -4.4714], [-2.4144, 2.5722, -2.6832], [-2.8737, 0.9920, -2.2169], [-3.1712, -4.3522, -1.7698], [-2.3452, -3.0728, -2.0696], [-2.9673, -1.7655, -1.4159], [-2.3495, -1.4763, -0.1093], [-1.9135, -1.2779, 0.9440], [-2.8514, -5.1796, -2.4033], [-4.2494, -4.2215, -1.8622], [-3.0550, -4.4615, -0.6916], [-2.3154, -3.1186, -3.1582], [-1.3178, -3.2791, -1.7695], [-4.0502, -1.7113, -1.3045], [-2.6231, -0.9463, -2.0471], [-4.6196, 1.7747, 0.5872], [-4.0709, 3.2068, 0.6667], [-3.1009, 3.5949, 1.8264], [-2.2424, 2.4380, 2.2500], [-1.5896, 1.6043, 2.6957], [-5.2164, 1.3083, 1.3711], [-3.8115, 1.0993, 0.3062], [-5.1980, 1.7527, -0.3364], [-4.9098, 3.8968, 0.5753], [-3.5434, 3.3598, -0.2749], [-3.7028, 3.6866, 2.7305], [-2.4562, 4.4591, 1.6667], [1.1301, 4.8595, 2.3781], [2.6346, 4.5877, 2.8267], [3.0591, 3.1379, 2.7415], [2.0701, 2.0724, 3.0665], [1.3099, 1.2285, 3.3075], [0.4477, 4.0220, 2.5233], [1.1545, 5.1730, 1.3345], [0.6027, 5.7475, 2.7265], [2.6569, 4.9670, 3.8483], [3.3089, 5.1440, 2.1757], [3.9048, 2.9771, 3.4101], [3.3509, 2.8560, 1.7299], [-1.3534, -5.6447, 3.0235], [-1.9051, -4.2751, 3.1781], [-2.6928, -4.0977, 4.4470], [-3.8369, -5.0733, 4.5691], [-4.7870, -5.7769, 4.6314], [-2.0953, -6.4311, 3.1624], [-0.6793, -5.9230, 3.8336], [-0.9240, -5.9945, 2.0847], [-2.4079, -3.8431, 2.3129], [-1.0558, -3.5941, 3.2319], [-3.0201, -3.0766, 4.6431], [-2.1235, -4.4734, 5.2972], [6.9504, -1.2415, 2.6122], [5.5940, -0.3626, 2.4654], [5.1967, -0.2017, 0.9866], [5.1244, -1.4251, 0.2112], [5.0639, -2.4017, -0.4078], [7.8546, -0.7402, 2.2668], [6.8232, -2.2000, 2.1091], [7.1417, -1.4948, 3.6549], [5.6606, 0.5562, 3.0481], [4.8124, -1.0154, 2.8541], [5.9074, 0.4243, 0.4470], [4.2858, 0.3944, 0.9316], [0.2236, -1.4471, -4.4947], [1.6545, -1.2410, -3.9198], [2.0293, -2.1762, -2.8145], [1.9923, -3.6514, -2.8873], [1.9492, -4.7931, -2.9043], [-0.5380, -1.3367, -3.7228], [0.1412, -2.3583, -5.0872], [0.0977, -0.6205, -5.1939], [1.7049, -0.1856, -3.6523], [2.3808, -1.3263, -4.7281], [1.2067, -2.0065, -2.1199], [2.9949, -1.7899, -2.4882], [2.9515, -4.9363, 3.1758], [2.9380, -4.4179, 1.7035], [1.5797, -3.8316, 1.1563], [1.1414, -2.5604, 1.7320], [0.7545, -1.6224, 2.2944], [3.9586, -5.3018, 3.3768], [2.3192, -5.8241, 3.1850], [2.5221, -4.1982, 3.8532], [3.3792, -5.2191, 1.1106], [3.5430, -3.5162, 1.6075], [0.7704, -4.5614, 1.1780], [1.8098, -3.5879, 0.1191]], "homo_ha": [-0.37044, -0.44107], "orbital_gap_ev": [5.45, 7.30], "total_charge": 1, "multiplicity": 7}

=====

Which formula does entry 2 have?
C36H61BrO25P